# C63H99N3O36

A 18-piece molecular cluster, C63H99N3O36 overall at a distorted geometry (the ωB97M-V functional and the def2-TZVPD basis, the OMol25 dataset).

Properties
LUMO level   -0.0061 Eh
Kohn-Sham gap   9.72 eV
Total charge   0

Geometry as XYZ:
```
201
Properties=species:S:1:pos:R:3:forces:R:3:lowdin_charge:R:1
O 4.551013 0.316130 -0.108731 0.1 0.8 2.0 0.137
C 4.079743 -0.348573 -0.961670 1.5 -0.4 -3.7 -0.522
O 3.016540 -1.104038 -0.908296 -1.8 -0.9 1.5 0.032
C 2.567184 -1.614759 -2.190198 1.3 1.1 -0.2 -0.106
C 3.869330 -1.616284 -3.038028 -1.1 -1.4 0.4 -0.140
C 4.718859 -0.580827 -2.350987 2.0 1.3 -0.9 -0.073
H 1.844371 -0.873353 -2.500885 -0.4 0.0 -0.5 0.104
H 2.119128 -2.579444 -2.060643 -0.2 -0.3 0.2 0.092
H 3.640792 -1.534975 -4.106021 0.3 0.2 0.2 0.109
H 4.326888 -2.619984 -2.849251 -0.3 0.7 -0.5 0.128
H 5.088068 0.352763 -2.942210 -1.3 -1.3 1.2 0.150
H 5.674165 -1.088948 -2.167719 0.0 0.4 0.4 0.117
O 7.362423 0.893398 2.422596 -0.3 -1.4 -0.1 0.092
C 6.885168 -0.228885 2.430295 0.4 1.5 0.3 -0.488
O 6.156422 -0.654868 3.452410 -1.0 0.1 0.8 0.031
C 5.463595 -1.883113 3.181855 -0.6 0.0 -1.6 -0.110
C 5.933537 -2.347783 1.740966 -1.2 -0.3 1.4 -0.117
C 6.965290 -1.304545 1.412484 1.4 -1.0 -0.4 -0.088
H 4.346485 -1.762448 3.211006 1.2 0.2 0.3 0.115
H 5.819798 -2.584556 3.893219 0.0 -0.6 0.9 0.106
H 5.070935 -2.395303 1.071891 0.2 0.1 0.0 0.100
H 6.321631 -3.372700 1.889326 0.0 0.6 -0.6 0.116
H 6.955036 -0.828111 0.461044 -0.3 0.1 -1.0 0.107
H 7.925463 -1.831823 1.507416 0.2 0.7 0.0 0.141
O -2.574666 -1.165687 -4.046398 1.8 -1.9 -1.0 0.059
C -1.647179 -1.859379 -4.503098 -1.5 2.8 0.7 -0.434
O -1.525151 -3.157120 -4.279029 0.3 -0.1 -0.2 0.054
C -0.364825 -3.650911 -4.994041 1.0 -0.7 0.9 -0.129
C 0.566836 -2.487824 -5.284220 -1.3 0.8 -0.6 -0.112
C -0.471339 -1.337202 -5.321517 0.3 -0.2 -1.3 -0.061
H -0.696965 -4.182564 -5.832616 -0.7 -0.4 -1.6 0.108
H 0.108589 -4.408380 -4.388529 0.1 0.0 0.6 0.114
H 1.167299 -2.490678 -6.202535 -0.4 -0.5 0.1 0.126
H 1.256077 -2.392765 -4.485762 0.6 0.3 1.0 0.073
H -0.754229 -1.143355 -6.410299 0.0 -0.2 1.6 0.152
H -0.108625 -0.395423 -4.926840 -0.1 0.1 0.0 0.099
O -6.389408 -4.274705 1.091757 -0.8 0.2 1.5 0.100
C -6.900904 -3.941876 2.141445 2.6 -0.6 -0.6 -0.459
O -6.227893 -4.106312 3.359146 -0.8 0.0 -1.6 -0.012
C -6.978786 -3.480915 4.393439 0.3 1.9 0.3 -0.171
C -8.441359 -3.400462 3.846129 -0.3 -0.4 0.3 -0.132
C -8.167239 -3.203813 2.356166 0.4 0.7 0.0 -0.103
H -6.580804 -2.416872 4.533583 -0.5 -1.2 -0.3 0.140
H -6.685509 -4.002729 5.313410 -0.9 -0.1 -0.2 0.124
H -9.131341 -2.656165 4.318381 0.9 -0.6 -0.3 0.126
H -8.918662 -4.394859 3.895361 0.1 0.3 0.4 0.118
H -7.904599 -2.176642 2.039446 -0.3 -0.1 0.4 0.145
H -8.878571 -3.574635 1.641238 -0.6 -0.1 0.0 0.123
O 5.549598 2.954976 -2.574819 -0.4 -0.1 -0.7 0.107
C 6.194580 3.143208 -1.581657 -0.7 0.5 -0.8 -0.509
O 7.003530 2.223108 -1.117169 -0.4 -1.2 0.5 0.044
C 7.766072 2.761349 -0.052755 1.1 2.1 -0.4 -0.124
C 6.917269 3.957201 0.519257 0.5 -0.2 0.3 -0.111
C 6.191435 4.394988 -0.748353 -1.1 -0.2 0.7 -0.069
H 8.627269 3.108659 -0.640530 0.3 0.6 0.8 0.130
H 8.142455 2.020465 0.609705 -0.4 -0.7 0.7 0.088
H 7.461088 4.785933 0.997881 0.4 -0.5 -0.4 0.116
H 6.231650 3.651067 1.321849 0.0 -0.4 -0.5 0.099
H 6.684941 5.212797 -1.281285 -0.1 -0.1 0.0 0.134
H 5.113837 4.624673 -0.565530 0.8 0.2 -0.3 0.125
O -0.511350 -2.789054 0.273066 -0.5 -0.7 0.1 0.099
C -0.120275 -1.658834 0.289668 0.0 0.3 -0.1 -0.518
O -0.333525 -0.839996 -0.733381 0.8 1.3 -1.1 0.027
C 0.316453 0.523582 -0.554220 -1.9 -2.0 2.2 -0.029
C 0.596522 0.507215 0.986019 1.1 0.9 -1.1 -0.092
C 0.626147 -0.963950 1.362743 -0.1 0.5 1.6 -0.064
H -0.505387 1.154199 -0.785349 -0.4 0.9 -0.2 0.083
H 1.097790 0.700514 -1.230552 1.2 -0.3 -0.7 0.073
H -0.185487 1.118944 1.421988 -0.4 -0.4 0.5 0.101
H 1.535556 1.011152 1.265115 -0.1 -0.2 -0.5 0.106
H 0.170865 -1.116535 2.356317 -0.1 -0.2 -0.5 0.124
H 1.625752 -1.397789 1.465282 0.0 0.2 -0.3 0.120
O -0.484383 3.365391 -2.387447 -0.3 -0.6 -1.0 0.110
C -0.508166 4.347925 -1.710815 1.1 -0.6 1.0 -0.478
O -0.612019 5.594455 -2.224054 -0.7 -0.1 1.1 0.027
C -0.757251 6.483348 -1.049877 -0.9 -0.8 0.4 -0.115
C 0.182592 5.830416 -0.059063 -0.2 -0.1 2.0 -0.150
C -0.267958 4.390999 -0.182253 -1.3 0.4 -1.2 -0.082
H -1.834220 6.549590 -0.733266 1.1 -0.5 -0.2 0.129
H -0.487347 7.442224 -1.342612 0.7 1.7 -0.7 0.100
H 0.062302 6.000132 1.042715 0.0 1.0 -1.1 0.122
H 1.258871 5.966436 -0.354820 -1.1 -0.3 0.2 0.134
H -1.243051 4.125205 0.318828 0.8 0.7 -0.3 0.135
H 0.458658 3.744491 0.243938 0.7 -1.1 -0.5 0.085
O -2.819475 1.056525 2.000095 0.2 -1.1 -1.2 0.056
C -3.030266 0.488438 0.930374 -0.9 0.3 1.6 -0.473
O -2.940387 1.148331 -0.199162 1.2 1.0 0.2 0.015
C -3.256297 0.418097 -1.358575 -0.7 -2.1 0.0 -0.106
C -3.679074 -1.104271 -0.843970 0.4 1.8 -0.1 -0.055
C -3.620610 -0.902695 0.703640 0.6 0.0 0.3 -0.053
H -2.423037 0.412732 -2.057659 0.1 -0.1 0.2 0.097
H -4.076728 1.003694 -1.757738 -0.3 -0.5 -0.5 0.098
H -2.985867 -1.909984 -1.214310 -0.6 1.1 0.4 0.107
H -4.688430 -1.254750 -1.239592 0.3 -0.3 0.3 0.081
H -2.953999 -1.608877 1.225712 -0.4 0.1 -0.4 0.087
H -4.558074 -0.873768 1.308086 0.4 -0.3 -0.8 0.138
O -2.733930 6.821106 1.366588 -0.1 2.1 -1.0 0.124
C -2.755568 5.852802 2.018123 0.0 -4.5 1.2 -0.456
O -1.721071 5.478570 2.863766 -1.5 -0.2 -0.2 -0.030
C -2.023071 4.186405 3.512170 -0.6 0.2 -0.4 -0.093
C -3.542169 3.793487 3.191433 1.9 1.6 -0.3 -0.133
C -3.793242 4.610288 1.935137 1.0 1.6 -0.2 -0.051
H -1.770397 4.339309 4.567816 -0.3 -0.3 -0.3 0.112
H -1.350797 3.459413 3.045663 -0.1 0.0 0.2 0.105
H -4.180643 4.085286 3.986988 -0.5 0.6 0.8 0.096
H -3.667688 2.748429 3.077466 0.2 -0.9 -0.3 0.061
H -4.774857 5.055209 1.839140 -0.3 -0.1 0.1 0.109
H -3.576083 4.095698 0.976298 0.0 0.1 0.6 0.118
O 2.734253 3.807028 -1.170852 -0.2 0.1 -0.4 0.086
C 2.703071 3.350323 -2.290009 0.7 -0.5 0.7 -0.493
O 2.497501 2.031005 -2.482370 0.2 0.0 -0.6 -0.004
C 2.397861 1.766078 -3.920640 0.2 0.6 0.2 -0.103
C 3.161898 2.928207 -4.590891 -0.2 -0.4 -0.6 -0.132
C 2.906343 4.030690 -3.615732 1.2 1.2 0.9 -0.093
H 1.337126 1.763323 -4.119404 -0.3 0.1 -0.4 0.099
H 2.796453 0.787349 -4.123649 0.3 -0.3 0.1 0.103
H 2.809512 3.209022 -5.600762 0.0 -0.6 0.5 0.124
H 4.253152 2.755604 -4.622674 -0.6 -0.2 0.0 0.110
H 2.002060 4.607681 -3.746609 -0.3 0.3 -0.5 0.124
H 3.800752 4.701772 -3.569260 -1.0 -0.3 0.3 0.142
O 1.059544 -4.453487 -1.863730 -1.7 0.9 -2.5 0.112
C 1.764146 -4.875734 -1.026810 1.1 0.6 1.1 -0.562
O 2.964950 -5.386370 -1.305510 0.7 -0.3 0.7 0.056
C 3.482497 -5.981242 -0.099590 0.5 -2.2 0.1 -0.143
C 2.411553 -5.938988 1.001820 -1.0 1.2 -1.7 -0.090
C 1.546983 -4.758733 0.422129 -0.2 -2.1 1.1 -0.082
H 4.353567 -5.554272 0.320737 1.1 1.5 -0.3 0.096
H 3.872538 -6.967309 -0.441500 -0.8 0.3 0.5 0.135
H 2.744122 -5.623957 1.973613 0.5 -0.5 0.3 0.079
H 1.782725 -6.819660 0.991575 0.0 -0.3 0.3 0.109
H 1.882197 -3.793938 0.772408 0.0 0.3 0.1 0.111
H 0.485803 -4.915080 0.599064 0.2 0.5 0.3 0.083
O -3.172369 3.019120 6.341546 0.9 -1.1 -0.1 0.101
C -2.320545 2.165135 6.211566 0.2 2.3 0.7 -0.441
O -1.000097 2.437089 6.562678 -1.5 0.8 -0.3 0.019
C -0.232111 1.268274 6.511182 -0.9 -1.4 0.8 -0.174
C -0.994269 0.328502 5.573474 0.9 -0.3 -0.4 -0.125
C -2.425578 0.810636 5.630048 0.3 0.0 -0.6 -0.061
H -0.121922 0.907224 7.532352 -0.4 -0.4 0.3 0.124
H 0.756329 1.450235 6.222151 1.3 0.7 -1.0 0.089
H -0.802437 -0.727744 5.729333 -0.3 -0.1 0.5 0.093
H -0.604548 0.472865 4.573259 0.0 0.3 -0.4 0.100
H -3.107733 0.224070 6.200425 -0.4 -0.6 0.6 0.127
H -2.857662 0.938513 4.644130 -0.1 -0.2 -0.3 0.113
O 0.262070 1.883231 -6.344287 0.0 0.2 0.1 0.105
C -0.885096 2.136665 -6.101101 -0.8 -0.8 -0.3 -0.460
O -1.819394 1.131548 -6.048141 -0.5 1.1 0.1 -0.024
C -3.167171 1.649353 -5.750634 0.0 -0.1 -0.3 -0.121
C -2.970964 3.118384 -5.288473 1.3 -0.3 0.4 -0.119
C -1.555274 3.448811 -5.828409 0.1 0.1 2.2 -0.067
H -3.562751 0.952497 -4.974386 0.2 0.7 -0.6 0.101
H -3.765799 1.594311 -6.687855 0.4 -0.2 0.6 0.129
H -2.954841 3.156222 -4.199589 0.1 -0.1 0.1 0.104
H -3.633455 3.926725 -5.579292 -0.6 -0.5 -0.5 0.111
H -0.959110 3.997515 -5.069213 -0.3 -0.4 -0.4 0.125
H -1.587873 4.080938 -6.670600 0.0 0.5 -1.3 0.109
O 2.476575 -0.054502 3.972846 -0.2 1.3 -0.6 0.063
C 2.565168 1.106391 3.585763 1.8 -1.3 0.6 -0.507
O 1.711577 2.040162 3.898745 -0.6 1.6 -0.7 0.031
C 2.005444 3.296593 3.087239 -0.5 -1.5 0.5 -0.049
C 3.385078 3.139056 2.428258 -0.1 -0.2 0.2 -0.112
C 3.762631 1.740589 2.899776 0.4 -1.4 -1.2 -0.078
H 1.790795 4.080098 3.766398 0.5 0.9 0.7 0.117
H 1.183927 3.295642 2.414561 -0.5 0.1 -1.0 0.082
H 4.124617 3.835761 2.817226 -0.2 0.3 0.0 0.109
H 3.369050 3.253354 1.321679 -0.3 -0.2 0.7 0.110
H 4.575717 1.710685 3.601634 0.3 0.3 0.7 0.123
H 4.162180 1.084159 2.112866 -0.5 0.2 -0.1 0.105
O -6.399426 1.329649 -2.270749 -0.2 -0.8 -0.2 0.104
C -6.423134 0.452212 -3.095492 0.4 -0.7 -0.3 -0.504
O -6.426920 -0.879775 -2.827755 0.2 1.1 1.0 -0.018
C -6.238417 -1.733786 -3.978547 0.0 -0.7 1.6 -0.143
C -6.253044 -0.865661 -5.222112 -0.6 1.8 0.3 -0.103
C -6.447400 0.600026 -4.582465 -1.2 0.2 -1.4 -0.053
H -7.028222 -2.487058 -3.736034 0.5 0.4 -1.3 0.142
H -5.263864 -2.202122 -3.838032 0.0 -0.1 0.0 0.111
H -7.093631 -1.134175 -5.869367 0.1 0.3 0.1 0.106
H -5.349438 -0.904109 -5.829073 0.1 -0.2 0.3 0.099
H -7.503367 0.910169 -4.803063 0.8 -0.1 0.1 0.136
H -5.827292 1.483867 -4.870268 -0.2 -1.1 -0.1 0.117
C 1.955034 -2.575128 5.438551 -0.5 0.0 -0.4 0.045
N 2.594374 -3.681526 4.592082 -1.6 0.9 -1.3 -0.373
O 3.289022 -4.447356 5.189820 0.5 -0.6 -0.3 0.093
O 2.325342 -3.731899 3.345922 0.7 0.2 3.1 -0.002
H 1.388888 -2.916405 6.322505 0.1 -0.7 -0.9 0.110
H 1.377642 -1.960257 4.767785 -0.3 0.0 -0.1 0.053
H 2.704781 -1.939866 5.860303 1.0 0.1 -0.2 0.082
C -2.184832 -5.495336 -1.289427 0.1 0.3 0.5 0.056
N -1.178021 -6.372754 -0.773736 4.3 -3.6 -0.2 -0.404
O -1.041956 -6.597014 0.427806 -1.3 0.9 -0.5 0.035
O -0.340005 -6.893469 -1.560356 -2.1 1.3 0.7 0.038
H -3.004798 -5.600469 -0.575709 -0.1 0.8 -0.5 0.120
H -2.350358 -5.723024 -2.317211 -0.6 -0.6 -0.5 0.098
H -1.607293 -4.579203 -1.355850 -0.5 0.9 0.6 0.093
C -1.288019 -4.603814 3.328188 0.6 0.5 -0.3 0.060
N -1.731437 -3.311035 3.936466 -1.7 1.0 1.2 -0.393
O -1.686208 -3.178261 5.168624 0.4 -0.2 -1.6 0.028
O -2.250210 -2.468337 3.189091 1.2 -1.2 1.1 0.041
H -1.805691 -5.475854 3.799590 0.8 1.0 -0.1 0.122
H -0.159884 -4.569285 3.332942 -1.2 -0.5 0.2 0.105
H -1.628624 -4.449965 2.320536 0.1 -0.5 -0.6 0.068
```
Forces are in eV/Å.